(1)
C3H6N2O | ωB97M-V/def2-TZVPD

```
12
Properties=species:S:1:pos:R:3:forces:R:3
C 1.253448 0.410659 -0.304883 0.22 0.01 0.10
C 0.113226 1.227263 -0.771854 -0.08 0.30 -0.06
N 0.075872 -0.225699 -0.884298 -0.03 -0.16 -0.24
H 2.173665 0.413426 -0.884736 -0.15 0.06 0.09
H 1.358485 0.235070 0.761828 0.06 0.04 -0.17
H -0.578273 1.635854 -0.038527 0.13 -0.07 -0.11
H 0.230240 1.815199 -1.679973 0.01 -0.11 0.15
H 0.247765 -0.534691 -1.833811 0.02 0.07 0.00
N -0.887806 -0.563026 1.725324 -0.17 -0.39 -0.34
C -1.260033 -1.448579 0.961474 -0.24 -0.37 -0.02
O -1.630793 -2.291330 0.243469 0.28 0.63 0.53
H -1.095794 -0.674148 2.705988 -0.04 0.00 0.06
```
Positions in Å, forces in eV/Å.

SMILES string ... C1CN1.N=C=O
Orbital gap ... 10.6 eV
E ... -8234.6718 eV
2S+1 ... 1
Maximum force ... 0.870 eV/Å


(2)
C2H4N2O2S | ωB97M-V/def2-TZVPD

```
11
Properties=species:S:1:pos:R:3:forces:R:3
O -2.621067 -1.079803 -0.009814 -0.49 -1.10 -0.22
N -1.329732 -0.613570 -0.051335 0.67 1.17 0.30
C -1.334839 0.652864 -0.010640 0.50 0.08 -0.40
O -0.209114 1.441556 -0.018472 -0.53 0.04 0.13
C 1.065216 1.004479 0.010586 0.86 -0.61 -0.42
N 1.394711 -0.223077 0.009388 -0.17 1.27 0.05
S 3.070823 -0.531017 -0.056345 -0.22 -0.36 0.17
H -2.464728 -2.035896 -0.107868 -0.40 0.50 0.09
H -2.208127 1.305187 -0.057700 0.01 -0.39 0.21
H 1.756762 1.880139 -0.041087 -0.56 -0.67 0.16
H 2.880097 -1.800866 0.333290 0.33 0.07 -0.08
```
Positions in Å, forces in eV/Å.

SMILES string ... O/N=C/O/C=N/S
Orbital gap ... 9.6 eV
E ... -20046.1018 eV
2S+1 ... 1
Maximum force ... 1.383 eV/Å


(3)
C18H37F6NO5PS | ωB97M-V/def2-TZVPD

```
69
Properties=species:S:1:pos:R:3:forces:R:3
C -1.777249 -0.967740 1.863799 0.11 0.25 0.21
C -0.484497 -1.287475 2.617875 -0.07 0.04 -0.08
C -0.165761 -0.113065 3.541223 -0.08 -0.07 0.09
C 0.710923 -1.708766 1.710090 -0.22 -0.03 -0.07
C 0.273319 -2.258593 0.349233 0.15 -0.04 0.09
C 1.763571 -0.629391 1.480060 -0.01 -0.01 -0.22
O 1.268084 0.357593 0.626177 -0.01 0.11 0.07
P 2.009355 1.953965 0.774271 0.97 -0.46 -0.19
S -0.097139 2.926830 0.806530 -0.53 0.51 0.12
C 2.122311 2.066998 -1.122654 -0.20 0.11 -0.11
C 2.012427 3.469679 -1.726394 0.35 0.00 -0.14
C 1.176490 3.524920 -3.004771 -0.19 -0.21 0.02
C -0.307245 3.281901 -2.794629 -0.20 -0.05 0.24
N -0.967445 4.444890 -2.185956 0.00 0.10 -0.27
H -2.117990 -1.788469 1.238049 -0.02 -0.02 -0.12
H -2.561838 -0.747854 2.590543 -0.08 -0.05 0.02
H -1.647358 -0.065092 1.266387 0.00 -0.05 -0.18
H -0.700008 -2.142020 3.261346 -0.10 -0.12 -0.02
H -1.068769 0.176827 4.082347 -0.03 0.00 0.07
H 0.167657 0.755431 2.977372 0.00 0.08 -0.02
H 0.587777 -0.368349 4.286941 0.15 0.01 -0.02
H 1.210888 -2.546224 2.208019 0.19 0.11 0.20
H -0.292715 -3.185613 0.453837 -0.09 -0.04 -0.01
H 1.162687 -2.465635 -0.247818 0.02 -0.09 -0.05
H -0.320262 -1.535903 -0.201475 -0.03 0.07 -0.05
H 2.640650 -1.122191 1.031767 0.08 0.01 -0.03
H 2.103697 -0.187641 2.423390 0.02 -0.02 0.14
H 1.885913 1.872374 2.205505 -0.10 -0.03 -0.05
H 2.536295 3.302980 0.894932 -0.12 0.04 0.03
H 3.341241 1.369208 0.855622 -0.01 0.05 0.03
H -0.850528 1.895496 0.424394 -0.02 -0.19 -0.05
H 3.112470 1.675906 -1.369311 0.05 -0.17 0.12
H 1.408141 1.388186 -1.590360 -0.15 0.00 0.15
H 3.016375 3.798882 -2.007652 0.05 0.16 0.12
H 1.657713 4.186702 -0.982958 -0.14 -0.01 0.07
H 1.560891 2.748270 -3.672847 0.03 0.06 -0.16
H 1.282112 4.490560 -3.509582 0.13 0.05 -0.05
H -0.446502 2.394138 -2.171093 0.09 -0.05 0.03
H -0.783574 3.061556 -3.754933 -0.06 0.05 -0.07
H -0.266584 4.964884 -1.671620 0.01 0.00 0.07
H -1.591372 4.122001 -1.457834 -0.01 -0.02 0.06
C -0.923729 -4.712832 9.419242 0.13 0.07 -0.04
C -1.537371 -4.898813 8.049239 -0.21 -0.11 0.18
O -0.784137 -4.203566 7.037440 0.01 0.04 -0.01
C 0.306664 -4.812625 6.600743 -0.07 0.01 0.00
O 0.724434 -5.879242 6.942737 0.04 -0.05 0.03
C 0.974718 -3.946836 5.512570 -0.02 -0.07 0.13
F 1.068961 -2.679277 5.905864 0.02 0.16 0.01
F 0.242773 -3.999110 4.399173 -0.04 -0.06 -0.12
F 2.190871 -4.400527 5.245416 0.16 -0.07 -0.06
H -0.830767 -3.652083 9.652436 -0.05 0.00 0.01
H -1.555204 -5.181976 10.173443 -0.02 0.00 0.00
H 0.066311 -5.163412 9.470473 -0.02 -0.04 -0.01
H -2.530212 -4.457766 8.002141 0.02 0.05 -0.05
H -1.612674 -5.951528 7.779513 0.09 0.00 -0.03
C -0.336445 2.844434 -6.805052 0.12 0.04 -0.23
C -1.544527 1.939834 -6.822073 0.05 0.08 0.38
O -2.028260 1.721187 -8.171678 -0.03 0.01 -0.05
C -1.383536 0.823659 -8.889600 -0.06 0.04 0.06
O -0.454972 0.146474 -8.563639 0.06 -0.04 -0.01
C -2.044340 0.716005 -10.281314 0.09 0.00 0.11
F -2.261133 1.919680 -10.815663 -0.03 0.13 -0.08
F -3.222438 0.088837 -10.179038 -0.15 -0.06 0.00
F -1.275534 0.023484 -11.110717 0.09 -0.10 -0.12
H -0.556823 3.788414 -7.304799 -0.04 0.02 0.06
H -0.049839 3.056311 -5.776478 -0.02 0.00 0.03
H 0.513796 2.384183 -7.307563 -0.02 -0.06 0.03
H -2.382893 2.399125 -6.304691 -0.05 0.00 -0.07
H -1.337844 0.977814 -6.355947 0.04 -0.05 -0.10
```
Positions in Å, forces in eV/Å.

Orbital gap ... 6.3 eV
Net charge ... -1
E ... -67423.7040 eV
2S+1 ... 1
Maximum force ... 1.089 eV/Å


(4)
C4H17NO3 | ωB97M-V/def2-TZVPD

```
25
Properties=species:S:1:pos:R:3:forces:R:3
C -0.022126 0.957475 -1.064636 -1.15 1.06 -0.14
N 0.243852 0.024692 -0.046961 3.37 -2.59 -2.30
C 2.794698 0.142508 -0.433991 -1.44 1.08 -2.71
C 1.613135 -0.093676 0.494102 0.66 -0.94 1.32
C 1.842544 0.636891 1.839066 -0.21 3.25 0.03
H 0.250332 1.957482 -0.782092 0.45 0.61 0.35
H 0.454786 0.763355 -2.029900 0.17 -0.10 0.16
H -1.097562 0.953335 -1.162607 -0.48 0.06 -0.37
H 0.838583 -1.857983 -1.406044 -0.56 1.52 1.07
H 2.670947 1.200068 -0.766975 0.65 -0.45 0.13
H 3.811831 0.003632 -0.041792 -0.67 -0.19 0.09
H 2.602970 -0.430593 -1.439498 0.49 0.46 1.74
H 1.612045 -1.136673 0.752508 0.19 -0.52 0.40
H 1.141899 0.270068 2.612399 0.71 0.15 -0.30
H 2.934654 0.686556 2.142881 -1.38 -0.85 -0.30
H 1.644638 1.796715 1.726959 0.00 -2.16 0.06
H -2.445674 -1.575963 -0.421470 -1.28 0.41 0.50
H -4.401356 -1.369668 0.446257 -1.57 -1.13 1.66
O -3.797494 -1.001223 -0.136304 2.18 1.17 -2.11
H -0.147631 -1.057544 -0.508770 -1.06 0.70 1.58
H -1.124490 -2.298754 -1.060860 0.12 -2.34 -2.70
O -1.443583 -1.801151 -0.371154 0.54 1.01 1.91
H -3.441997 0.295257 0.154720 0.63 0.94 0.22
H -3.540608 1.606587 1.128222 0.35 0.05 -0.35
O -2.994400 1.328619 0.375946 -0.72 -1.18 0.06
```
Positions in Å, forces in eV/Å.

Orbital gap ... 3.5 eV
E ... -12047.3801 eV
2S+1 ... 1
Maximum force ... 4.833 eV/Å


(5)
C2H8N2O | ωB97M-V/def2-TZVPD

```
13
Properties=species:S:1:pos:R:3:forces:R:3
N -1.490004 -2.193603 0.030937 0.60 0.08 0.22
C -0.426271 -1.279793 -0.308297 -0.84 -1.15 -0.16
C 0.285311 -0.626397 0.593889 0.15 0.50 0.01
N 1.204796 0.427781 0.341451 0.27 -0.17 -0.68
H -1.828207 -2.640657 -0.805820 -0.10 -0.07 -0.04
H -1.165231 -2.930226 0.649498 -0.15 0.14 0.05
H -0.307495 -1.266547 -1.386902 0.41 0.80 0.08
H 0.121210 -0.777220 1.653841 -0.21 -0.09 -0.02
H 1.498201 0.474985 -0.635845 -0.29 -0.04 0.21
H 2.053613 0.307776 0.868578 0.18 0.03 0.33
O 0.320643 3.156525 -0.486174 0.51 -0.43 0.55
H -0.540798 2.954090 -0.843940 -0.34 -0.07 -0.10
H 0.547466 2.377273 0.073381 -0.19 0.47 -0.45
```
Positions in Å, forces in eV/Å.

SMILES string ... N/C=C/N.O
Orbital gap ... 9.0 eV
E ... -7230.7404 eV
2S+1 ... 1
Maximum force ... 1.435 eV/Å


(6)
C34H42IrN2O8P2S | ωB97M-V/def2-TZVPD

```
90
Properties=species:S:1:pos:R:3:forces:R:3
Ir 10.324001 10.455018 13.560459 0.28 -0.13 -0.14
S 9.432805 9.339703 17.776265 0.38 0.94 -0.48
C 10.577573 10.675501 17.817517 0.19 0.37 1.54
C 11.043289 11.304952 18.975770 0.54 0.40 0.94
C 11.966867 12.373311 18.857681 -0.54 -1.09 -0.60
C 12.370691 12.816179 17.578806 -0.23 -0.57 0.13
C 11.878289 12.194254 16.428543 -0.26 0.04 0.62
C 10.968443 11.122528 16.566118 0.03 0.33 -0.45
N 10.298199 10.427665 15.559379 -1.38 -1.35 1.07
C 9.428071 9.517808 16.080646 0.69 -0.25 -2.00
C 8.687552 8.721519 15.081659 0.07 0.20 0.46
C 7.899047 7.594705 15.322920 0.16 0.33 0.35
C 7.227636 6.985223 14.267323 -0.16 0.75 0.51
C 7.254347 7.583201 13.014665 -0.42 0.35 -1.73
C 8.082340 8.685137 12.738238 -0.52 -1.11 0.04
C 8.845333 9.209054 13.765954 0.21 -0.14 0.26
H 10.685993 10.943893 19.978261 0.55 0.49 -1.11
H 12.448098 12.810834 19.723119 -0.36 0.01 0.11
H 13.098589 13.636578 17.525030 -0.41 -0.40 -0.17
H 12.160317 12.541193 15.449621 -0.01 -0.03 -0.14
H 7.791312 7.238034 16.348937 -0.01 -0.13 -0.31
H 6.582589 6.158637 14.489562 -0.15 -0.36 -0.13
H 6.600850 7.246765 12.155476 0.81 0.00 1.27
H 8.157885 9.051630 11.712360 -0.02 0.06 0.43
C 11.968421 6.623191 9.131293 -0.39 0.41 0.05
C 11.510503 7.499745 10.309969 0.69 -0.12 0.16
C 11.963039 6.885167 11.627857 0.53 -0.27 0.10
O 12.241032 8.777559 10.185664 0.17 1.31 0.11
P 11.533087 10.188332 10.409856 -2.39 -0.71 3.08
O 10.425434 10.067327 11.541851 2.42 -0.09 -2.71
C 12.832358 11.450629 10.784110 -0.24 -0.62 -0.05
P 13.149908 11.931381 12.536121 -1.89 -1.86 1.69
O 12.344344 11.097700 13.587519 2.24 2.01 -2.39
O 12.821319 13.449027 12.726388 0.23 -0.25 -0.14
C 13.639839 14.565182 12.209496 0.11 -0.08 -0.14
C 12.742537 15.512729 11.449467 0.11 0.63 -0.23
C 14.276689 15.257506 13.385629 -0.66 0.08 0.69
O 14.681223 11.753566 12.682272 0.61 0.06 -0.08
C 15.612370 10.755828 13.308216 -0.30 0.97 0.57
C 15.588687 9.473388 12.559699 -0.95 -1.61 -0.29
C 15.208797 10.578701 14.771340 0.22 -0.97 0.01
O 10.916572 10.626440 9.097736 -0.08 0.55 -1.10
C 9.833696 10.745029 8.059572 1.44 0.25 -0.50
C 9.873060 9.479631 7.213425 -0.33 -0.34 0.28
C 8.539796 11.084226 8.682622 -1.71 -0.42 0.93
H 11.677820 5.579838 9.281431 -0.35 0.21 -0.06
H 13.054623 6.598727 9.130490 0.16 0.22 -0.07
H 11.614979 6.997179 8.152361 0.12 -0.25 0.53
H 10.457532 7.767405 10.312090 -0.21 -0.34 -0.07
H 13.017584 6.562316 11.487338 -0.58 0.07 0.19
H 11.359906 6.003071 11.880276 0.14 0.21 -0.10
H 11.952613 7.573080 12.487778 -0.29 -0.05 -0.43
H 12.512353 12.327422 10.209570 0.10 -0.07 0.17
H 13.798170 11.084115 10.402673 -0.35 0.13 -0.05
H 14.422636 14.134473 11.568047 -0.25 0.10 0.01
H 11.995140 15.982011 12.119806 0.28 -0.46 -0.37
H 12.257172 15.039780 10.591677 -0.09 0.03 0.23
H 13.377651 16.337455 11.063193 -0.33 -0.45 0.15
H 13.463032 15.631316 14.044311 0.48 -0.14 -0.32
H 14.847223 16.123992 13.034428 0.10 -0.30 0.18
H 14.876818 14.559011 13.976415 0.16 0.26 -0.17
H 16.586431 11.251075 13.163492 -0.45 -0.06 0.34
H 14.566152 9.001102 12.654778 0.91 0.47 -0.26
H 16.283130 8.733602 13.006383 -0.22 0.56 -0.12
H 15.854174 9.567219 11.500489 -0.10 0.10 0.22
H 14.358533 9.860107 14.838627 0.48 0.69 -0.03
H 14.953787 11.503301 15.286457 0.01 0.05 -0.18
H 16.055023 10.113706 15.305348 -0.26 0.19 -0.16
H 10.183437 11.598720 7.434756 -0.06 -0.56 0.57
H 9.640969 8.574057 7.810727 0.06 0.54 -0.13
H 10.868082 9.331634 6.764453 -0.49 0.17 0.00
H 9.079179 9.557731 6.447077 0.56 -0.02 0.17
H 8.102850 10.190203 9.200322 0.36 0.71 -0.32
H 7.825510 11.361269 7.886613 0.32 -0.13 0.23
H 8.564327 11.920825 9.406484 0.35 -0.44 -0.40
O 7.493178 11.655358 15.119946 0.43 0.47 -0.47
C 7.910411 12.348835 14.192243 -0.27 0.35 0.27
N 8.969482 12.016284 13.321583 -0.43 0.70 0.40
C 9.088672 12.947155 12.319024 -1.02 1.03 -0.80
O 9.878009 12.924309 11.371787 0.62 -0.09 -0.14
C 8.038996 13.964793 12.525200 2.76 0.08 -2.35
C 7.776728 15.170570 11.874764 0.01 0.80 -0.68
C 6.861429 16.000814 12.467533 2.49 0.56 -3.59
C 6.262424 15.714691 13.680203 -2.36 -1.19 3.80
C 6.501949 14.517099 14.345980 -0.32 0.50 -0.03
C 7.430304 13.685193 13.747921 -1.90 -2.43 3.70
H 8.345483 15.422832 10.969160 -0.53 -0.01 0.38
H 6.639601 16.949731 12.024365 -0.02 0.36 -0.32
H 5.529880 16.430871 14.070677 0.32 -0.39 -0.05
H 5.967026 14.235748 15.259162 0.41 0.15 -0.33
```
Positions in Å, forces in eV/Å.

Orbital gap (spin up / spin down) ... 5.4 / 4.9 eV
Net charge ... +1
E ... -87547.9945 eV
2S+1 ... 5
Maximum force ... 4.817 eV/Å


(7)
C12H23N2O2P2Tm | ωB97M-V/def2-TZVPD

```
42
Properties=species:S:1:pos:R:3:forces:R:3
Tm 0.441224 1.031699 -0.826262 0.39 0.81 2.18
P 2.269402 -0.838745 0.327866 0.45 -0.67 -0.29
C 2.410854 -1.141566 -1.517173 -0.06 -0.15 -0.46
C 1.111213 -1.511192 -2.253169 -0.08 0.37 0.00
N -0.019670 -0.857298 -1.876427 -0.43 -0.85 -0.15
C -1.232732 -1.205588 -2.383906 0.31 0.17 0.48
C -1.315430 -2.154361 -3.380090 -0.29 -0.07 -0.30
C -0.152296 -2.735216 -3.892631 0.10 0.29 0.22
C 1.076194 -2.414609 -3.299135 0.18 -0.25 0.33
C -2.486643 -0.610782 -1.760243 -0.22 0.13 -0.09
P -2.304038 0.994050 -0.832861 -0.21 -0.38 -0.94
H 2.035376 -2.862721 -3.559002 -0.47 -0.11 -0.32
H -2.329075 -2.382636 -3.716326 0.52 -0.23 -0.25
H -0.195827 -3.419798 -4.736400 -0.02 0.03 0.23
H -3.268744 -0.457312 -2.521119 0.25 -0.25 0.16
H -2.897524 -1.322534 -1.022330 0.23 0.07 -0.30
H 2.861866 -0.227734 -1.975480 -0.02 -0.56 0.11
H 3.124267 -1.969584 -1.619796 0.01 0.34 -0.39
H 0.803168 3.691613 -1.832624 0.41 -0.60 0.11
O 1.318431 2.824495 -1.899847 -0.46 0.26 -0.14
H 1.905284 2.825238 -2.666099 0.04 0.37 -0.03
H -0.586797 4.395560 -0.016963 0.29 -0.03 -0.14
O -0.519411 4.479585 -0.983876 -0.41 0.24 0.54
H -1.058416 5.272835 -1.150366 0.34 -0.19 -0.30
C -2.616930 2.223786 -2.167986 -0.43 0.07 0.14
H -3.661706 2.104637 -2.490870 0.30 0.16 -0.07
H -2.463471 3.241266 -1.774402 -0.10 -0.45 -0.25
H -1.964226 2.067262 -3.042871 -0.13 0.03 0.31
C -3.813320 0.982160 0.180582 -0.27 0.18 0.32
H -3.831245 1.841920 0.866283 0.06 -0.31 -0.18
H -4.703501 1.037240 -0.468021 0.39 0.00 0.10
H -3.885532 0.053971 0.767365 0.22 0.36 -0.11
C 2.246539 -2.574937 0.963199 -0.27 -0.14 0.23
H 3.165782 -3.118856 0.675874 -0.31 0.46 -0.01
H 2.198988 -2.570639 2.067238 -0.08 0.09 -0.50
H 1.387636 -3.145620 0.579610 0.16 0.29 0.17
C 3.997361 -0.366010 0.717434 0.13 0.19 -0.04
H 4.071733 -0.137345 1.791109 -0.06 -0.02 -0.34
H 4.691908 -1.191523 0.489700 -0.31 0.27 0.03
H 4.305746 0.524161 0.146903 -0.11 -0.24 0.26
N -0.014220 1.509958 2.598380 0.15 -0.12 -1.80
C 0.116681 1.415870 1.436932 -0.19 0.42 1.45
```
Positions in Å, forces in eV/Å.

Orbital gap (spin up / spin down) ... 8.8 / 8.8 eV
Net charge ... +2
E ... -67987.0995 eV
2S+1 ... 3
Maximum force ... 2.354 eV/Å


(8)
C5H9N2 | ωB97M-V/def2-TZVPD

```
16
Properties=species:S:1:pos:R:3:forces:R:3
C 0.336590 1.529451 0.427993 1.97 4.14 -0.01
N 0.009910 0.343457 0.626588 1.15 1.28 -1.58
C 0.428566 -0.514049 1.701626 -2.14 -0.38 0.95
C 0.144980 -1.860422 1.054787 0.41 0.66 1.20
N -0.475330 -1.718951 -0.003902 -0.98 -2.68 -1.89
C -0.813997 -0.417748 -0.345796 -1.78 -0.31 -0.43
C -0.631631 -0.082238 -1.840873 -0.67 1.66 1.18
H 0.075659 2.119567 -0.471362 -0.54 -0.98 0.35
H 1.006910 2.228645 1.063388 -1.05 -1.99 -0.35
H -0.310705 -0.105090 2.440031 1.05 -1.43 0.63
H 1.446860 -0.537456 1.977343 1.13 1.07 0.45
H 0.557554 -2.803600 1.393269 -0.26 0.01 0.21
H -1.871772 -0.201117 -0.038148 0.66 -0.37 -0.29
H 0.364724 0.315210 -1.935059 0.55 -0.16 -0.60
H -1.324317 0.761862 -2.003679 0.34 -0.28 -0.40
H -0.868793 -0.854365 -2.571180 0.14 -0.24 0.58
```
Positions in Å, forces in eV/Å.

SMILES string ... C=[N+]1CC=N[C@@H]1C
Orbital gap ... 9.8 eV
Net charge ... +1
E ... -8302.3408 eV
2S+1 ... 1
Maximum force ... 4.583 eV/Å